# 1
A structure of composition C24H25FIrN3O3Si in a non-equilibrium geometry. Source: OMol25; level of theory: wB97M-V/def2-TZVPD.

ORCA input file:
```
! RIJCOSX wB97M-V def2-TZVPD def2/J DEFGRID3
* xyz 1 2
Ir 0.349 -0.194 0.328
C 3.809 2.317 -0.806
O 4.355 2.432 0.508
C 3.885 1.806 1.593
C 4.621 2.050 2.748
C 4.268 1.464 3.956
C 3.143 0.673 4.058
C 2.318 0.431 2.949
C 1.129 -0.272 3.174
N 0.220 -0.584 2.259
N -0.921 -1.099 2.682
C -1.742 -1.392 1.674
O -1.396 -1.151 0.448
C -3.027 -2.004 1.951
C -3.772 -2.526 0.888
C -4.997 -3.113 1.132
C -5.494 -3.172 2.429
C -4.755 -2.654 3.486
C -3.522 -2.076 3.256
C 2.730 0.958 1.650
O 2.105 0.688 0.565
H 4.448 2.935 -1.430
H 2.783 2.683 -0.850
H 3.836 1.288 -1.156
H 5.478 2.702 2.653
H 4.873 1.639 4.835
H 2.869 0.237 5.009
H 0.876 -0.574 4.184
H -3.363 -2.468 -0.111
H -5.564 -3.530 0.310
H -6.459 -3.624 2.612
H -5.145 -2.706 4.494
H -2.928 -1.672 4.064
C 0.578 -0.789 -4.515
Si 0.744 -0.928 -2.648
C -0.021 -2.541 -2.034
C 2.585 -0.996 -2.236
N 0.054 0.335 -1.590
C -0.764 1.384 -1.924
C -1.097 1.674 -3.269
C -1.890 2.741 -3.621
C -2.408 3.592 -2.652
C -2.120 3.353 -1.318
C -1.328 2.284 -0.982
F -1.085 2.113 0.332
H 1.136 -1.620 -4.951
H 1.015 0.132 -4.907
H -0.451 -0.871 -4.867
H 0.465 -3.382 -2.533
H -1.093 -2.594 -2.231
H 0.129 -2.662 -0.960
H 3.000 -1.935 -2.608
H 2.749 -0.965 -1.159
H 3.140 -0.181 -2.703
H -0.705 1.028 -4.038
H -2.111 2.915 -4.665
H -3.028 4.433 -2.929
H -2.505 3.988 -0.531
*
```

The calculation puts the energy above the lowest of the compared OMol25 structures with the same formula, charge and spin at 40.3 kcal/mol. The gap between HOMO and LUMO (alpha / beta) is 4.9257 / 4.9159 eV. Its HOMO energy (alpha / beta) is -10.74 / -10.76 eV. The strongest force on any atom comes out at 2.9 eV Å⁻¹. The energy comes out at -49332.758 eV.

Atom charges from the Löwdin analysis, given in e for atoms 1 to 5: Ir 1.371; C -0.025; O -0.026; C -0.179; C 0.031

# 2
A structure of composition F10H10N5Na5O25S10 in a non-equilibrium geometry. Source: OMol25; level of theory: wB97M-V/def2-TZVPD.

ORCA input file:
```
! RIJCOSX wB97M-V def2-TZVPD def2/J DEFGRID3
* xyz 0 1
Na 3.394 -0.135 4.164
Na -4.671 -4.909 -1.126
Na 4.640 -5.545 -4.339
Na 0.489 3.000 -2.331
Na 0.870 0.142 -6.072
N 10.632 3.023 -1.493
S 9.833 4.295 -1.426
O 8.607 4.255 -0.592
O 9.899 5.320 -2.444
F 10.883 4.927 -0.341
S 9.528 2.532 -2.726
O 9.784 3.043 -4.057
O 8.234 2.121 -2.331
F 10.265 1.054 -2.814
N -3.085 -6.156 2.424
S -3.455 -5.446 3.718
O -3.670 -3.994 3.648
O -2.881 -6.001 4.921
F -5.038 -6.051 3.849
S -1.358 -6.090 2.658
O -0.849 -7.364 3.078
O -0.873 -4.795 3.117
F -1.100 -6.035 1.094
N 0.853 2.831 4.660
S 0.677 3.830 3.524
O 0.237 5.173 4.012
O 0.238 3.361 2.206
F 2.271 4.029 3.255
S -0.799 2.926 5.017
O -1.792 2.271 4.172
O -1.212 4.050 5.804
F -0.761 1.820 6.130
N 0.285 -0.561 -2.210
S -0.702 -1.097 -1.212
O -0.763 -0.574 0.147
O -1.249 -2.439 -1.421
F -1.834 -0.228 -1.862
S 1.503 -1.552 -1.532
O 1.557 -2.858 -2.232
O 1.967 -1.407 -0.132
F 2.661 -0.789 -2.332
N -6.870 2.483 0.344
S -8.200 3.193 0.472
O -8.966 3.635 -0.737
O -8.379 4.051 1.666
F -9.019 1.847 0.912
S -6.120 3.885 -0.296
O -6.177 5.078 0.582
O -6.197 3.983 -1.762
F -4.579 3.386 -0.006
O 4.145 3.102 -1.335
H 4.662 3.906 -1.279
H 4.699 2.495 -1.827
O 1.527 -5.422 -6.811
H 0.668 -5.342 -6.397
H 1.392 -6.046 -7.524
O -5.950 0.609 -4.756
H -5.329 1.183 -5.204
H -5.608 0.535 -3.865
O -6.497 -1.597 -0.619
H -6.534 -0.655 -0.452
H -7.408 -1.851 -0.764
O 3.805 -3.784 4.508
H 4.210 -4.547 4.921
H 3.509 -4.102 3.655
*
```

The gap between HOMO and LUMO is 2.2822 eV. Its HOMO energy is -7.84 eV. The strongest force on any atom comes out at 11.5 eV Å⁻¹. The energy comes out at -216392.857 eV.

Atom charges from the Löwdin analysis, given in e for atoms 1 to 5: Na 0.932; Na 0.931; Na 0.974; Na 0.910; Na 0.962

# 3
A structure of composition C9H18N2O2 in a non-equilibrium geometry. Source: OMol25; level of theory: wB97M-V/def2-TZVPD.

ORCA input file:
```
! RIJCOSX wB97M-V def2-TZVPD def2/J DEFGRID3
* xyz 0 1
C -0.871 1.840 -2.997
C -0.804 0.702 -2.037
C 0.738 -0.132 -0.307
C 1.650 -1.349 -0.123
C 1.342 -1.938 1.284
C 1.165 -1.041 2.644
C -0.458 -0.769 2.856
C -1.133 0.065 1.609
C -0.595 -0.244 0.077
H -1.837 2.605 -3.280
H -0.019 2.706 -2.552
H -0.657 1.384 -4.064
H -1.183 -0.155 -2.318
H 2.536 1.263 -2.222
H 1.075 0.621 0.512
H 0.860 -1.740 -1.036
H 2.486 -0.961 -0.607
H 2.175 -2.507 1.388
H 0.458 -2.592 1.332
H 1.600 -0.124 2.381
H 1.885 -1.461 3.510
H -1.013 -1.635 2.754
H -0.387 -0.227 3.806
H -0.533 1.074 1.842
H -2.403 0.070 1.128
H -1.004 -1.267 -0.236
H -3.142 2.007 -0.965
N 0.642 0.439 -1.682
N -1.347 0.934 -0.663
O 1.584 1.628 -1.730
O -2.809 0.805 -0.302
*
```

The calculation puts the energy above the lowest of the compared OMol25 structures with the same formula, charge and spin at 325.6 kcal/mol. The gap between HOMO and LUMO is 8.5739 eV. Its HOMO energy is -8.75 eV. The strongest force on any atom comes out at 8.1 eV Å⁻¹. The energy comes out at -16686.125 eV.

Atom charges from the Löwdin analysis, given in e for atoms 1 to 5: C -0.083; C -0.374; C -0.437; C -0.088; C -0.165

# 4
The ion C2H2Cl3N3S with charge +2 in a non-equilibrium geometry. Source: OMol25; level of theory: wB97M-V/def2-TZVPD.

ORCA input file:
```
! RIJCOSX wB97M-V def2-TZVPD def2/J DEFGRID3
* xyz 2 1
C 0.623 -1.337 0.020
C -1.174 0.345 -0.035
N 1.541 -0.484 0.360
N -0.660 -0.919 -0.213
N -0.465 1.334 0.379
S 1.671 1.007 0.765
Cl 0.950 -2.966 -0.176
Cl -2.832 0.499 -0.405
Cl 2.584 1.916 -0.722
H -1.332 -1.624 -0.528
H -0.908 2.230 0.555
*
```

The calculation puts the energy above the lowest of the compared OMol25 structures with the same formula, charge and spin at 0.0 kcal/mol. The gap between HOMO and LUMO is 8.7161 eV. Its HOMO energy is -20.42 eV. The strongest force on any atom comes out at 2.8 eV Å⁻¹. The energy comes out at -54958.061 eV.

Atom charges from the Löwdin analysis, given in e for atoms 1 to 5: C -0.751; C -0.734; N -0.286; N 0.075; N 0.038

# 5
An isolated molecule of C19H24N2O2. Source: OMol25; level of theory: wB97M-V/def2-TZVPD.

ORCA input file:
```
! RIJCOSX wB97M-V def2-TZVPD def2/J DEFGRID3
* xyz 0 1
C -4.207 -1.989 -0.737
C -3.640 -1.651 0.639
O -2.479 -2.393 0.951
C -1.286 -2.051 0.387
C -0.213 -2.890 0.696
C 1.048 -2.627 0.207
C 1.281 -1.515 -0.598
C 2.665 -1.207 -1.094
N 3.621 -1.089 0.003
C 4.938 -0.740 -0.494
C 3.160 -0.210 1.065
C 2.657 1.159 0.602
O 3.257 1.866 -0.183
N 1.483 1.530 1.163
C 0.842 2.800 0.881
C -0.551 2.602 0.347
C -1.600 2.336 1.218
C -2.882 2.136 0.737
C -3.127 2.191 -0.625
C -2.086 2.450 -1.501
C -0.806 2.656 -1.017
C 0.212 -0.691 -0.906
C -1.062 -0.949 -0.428
H -4.420 -3.054 -0.797
H -3.499 -1.736 -1.522
H -5.128 -1.435 -0.900
H -4.358 -1.935 1.414
H -3.445 -0.575 0.724
H -0.400 -3.745 1.327
H 1.873 -3.277 0.456
H 2.640 -0.291 -1.708
H 3.017 -2.028 -1.730
H 5.643 -0.752 0.336
H 4.966 0.246 -0.971
H 5.245 -1.492 -1.220
H 3.999 -0.043 1.747
H 2.369 -0.729 1.615
H 0.981 0.885 1.752
H 0.809 3.398 1.801
H 1.477 3.306 0.150
H -1.413 2.296 2.283
H -3.692 1.943 1.426
H -4.127 2.033 -1.002
H -2.273 2.493 -2.564
H 0.004 2.867 -1.700
H 0.366 0.176 -1.532
H -1.858 -0.273 -0.697
*
```

The calculation puts the energy above the lowest of the compared OMol25 structures with the same formula, charge and spin at 18.5 kcal/mol. The gap between HOMO and LUMO is 8.9886 eV. Its HOMO energy is -8.24 eV. The strongest force on any atom comes out at 0.5 eV Å⁻¹. The energy comes out at -27167.982 eV. Its SMILES is CCOc1ccc(CN(C)CC(=O)NCc2ccccc2)cc1.

Atom charges from the Löwdin analysis, given in e for atoms 1 to 5: C -0.060; C -0.243; O -0.050; C -0.262; C 0.003

# 6
An isolated molecule of C5H6O in a non-equilibrium geometry. Source: OMol25; level of theory: wB97M-V/def2-TZVPD.

ORCA input file:
```
! RIJCOSX wB97M-V def2-TZVPD def2/J DEFGRID3
* xyz 0 1
C -2.148 -0.204 -1.268
C -1.068 0.012 -0.777
C -0.001 -0.090 0.218
C 1.364 -0.643 -0.227
C 0.132 1.109 1.136
O 1.178 1.505 1.588
H -3.055 -0.184 -1.817
H -0.735 -0.749 0.748
H 1.256 -1.580 -0.778
H 1.893 0.065 -0.881
H 2.021 -0.806 0.633
H -0.836 1.563 1.425
*
```

The calculation puts the energy above the lowest of the compared OMol25 structures with the same formula, charge and spin at 57.1 kcal/mol. The gap between HOMO and LUMO is 10.5925 eV. Its HOMO energy is -9.84 eV. The strongest force on any atom comes out at 2.0 eV Å⁻¹. The energy comes out at -7326.808 eV. Its SMILES is C#C[C@@H](C)C=O.

Atom charges from the Löwdin analysis, given in e for atoms 1 to 5: C 0.120; C -0.134; C -0.344; C -0.046; C -0.227